*one*
DFT (the ωB97M-V functional and the def2-TZVPD basis) results for a molecular structure, C25H30ClO3PSbV.

The geometry in XYZ format:
```
62
Properties=species:S:1:pos:R:3:lowdin_charge:R:1
V 0.75959 -0.85064 -0.09968 0.394
Cl -0.85568 -2.42010 -0.21551 0.793
C -2.48410 -1.65495 -0.17424 -0.520
C -3.57548 -2.47298 -0.33449 -0.062
C -4.82488 -1.86433 -0.29972 -0.021
C -4.94235 -0.49295 -0.11707 -0.023
C -3.80961 0.29763 0.02728 -0.037
C -2.54698 -0.28412 0.00439 -0.367
P -1.01200 0.64937 0.21547 1.023
C -1.20565 2.22395 -0.61665 -0.350
C -1.60662 3.35889 0.08568 -0.068
C -1.79772 4.55289 -0.59589 -0.040
C -1.58829 4.61440 -1.96628 -0.036
C -1.18917 3.48307 -2.66952 -0.048
C -0.99617 2.28885 -1.99574 -0.093
C -0.81821 0.92387 1.98840 -0.357
C -1.65935 0.31075 2.91596 -0.062
C -1.43797 0.49701 4.27432 -0.046
C -0.37394 1.27634 4.70374 -0.040
C 0.47484 1.88086 3.78092 -0.051
C 0.25960 1.70385 2.42588 -0.099
H -3.47211 -3.53935 -0.48191 0.126
H -5.70966 -2.47510 -0.41942 0.129
H -5.92261 -0.03697 -0.08547 0.127
H -3.90166 1.37036 0.15073 0.126
H -1.76478 3.31606 1.15586 0.114
H -2.10930 5.43643 -0.05456 0.122
H -1.73610 5.54933 -2.49141 0.123
H -1.03082 3.53674 -3.73870 0.119
H -0.69462 1.40582 -2.54590 0.063
H -2.49415 -0.29497 2.58604 0.109
H -2.10004 0.03675 4.99574 0.120
H -0.20493 1.41899 5.76333 0.121
H 1.30120 2.49081 4.12198 0.121
H 0.91617 2.18355 1.70967 0.118
C 3.53832 -0.93660 2.86957 0.024
C 3.09178 -1.78368 1.69030 -0.494
C 3.88702 -3.05324 1.53259 0.012
O 1.64673 -2.08305 1.78956 -0.066
C 3.10036 -0.95856 0.41266 -0.513
O 3.73950 -1.20955 -0.56198 0.144
O 2.15071 0.05127 0.43020 -0.197
H 3.53367 -1.54236 3.77851 0.109
H 2.87981 -0.07937 3.00561 0.086
H 4.55770 -0.57979 2.71624 0.118
H 3.82561 -3.63744 2.45143 0.107
H 4.93320 -2.82118 1.34041 0.114
H 3.51032 -3.65414 0.70691 0.101
H 1.46720 -2.38661 2.69129 0.136
C -0.44917 -1.30097 -3.76417 -0.278
Sb 1.32905 -0.91188 -2.66427 1.377
C 2.18538 0.73138 -3.65506 -0.245
C 2.48144 -2.56962 -3.27002 -0.254
H -0.29789 -1.02075 -4.80640 0.029
H -1.30259 -0.75466 -3.36679 0.001
H -0.64946 -2.37073 -3.71277 0.020
H 2.04458 0.56925 -4.72177 0.032
H 3.24549 0.76692 -3.41636 0.030
H 1.70151 1.65252 -3.34226 0.007
H 2.47602 -2.59414 -4.35799 0.033
H 2.03092 -3.48036 -2.88269 0.024
H 3.49633 -2.46280 -2.89600 0.018
```

LUMO level (alpha / beta) = -7.0 / -6.6 eV
Charge = +2
⟨S²⟩ = 2.0297
Spin multiplicity = 3

---

*two*
DFT (the ωB97M-V functional and the def2-TZVPD basis) results for a molecular structure, C25H30ClO3PSbV.

The geometry in XYZ format:
```
62
Properties=species:S:1:pos:R:3:lowdin_charge:R:1
V 0.23176 -0.06606 0.33545 0.434
Cl 2.50084 -0.50080 0.38962 0.772
C 3.02698 -0.58725 2.13054 -0.500
C 4.38523 -0.62411 2.33309 -0.065
C 4.81264 -0.68369 3.65532 -0.019
C 3.89515 -0.69573 4.69757 -0.024
C 2.53346 -0.65315 4.43481 -0.047
C 2.06559 -0.61227 3.12154 -0.368
P 0.30701 -0.49772 2.71452 1.033
C -0.37672 0.75402 3.80204 -0.371
C -1.15823 0.42825 4.90671 -0.067
C -1.61562 1.44235 5.73917 -0.042
C -1.28832 2.76446 5.47300 -0.037
C -0.50230 3.08875 4.37158 -0.048
C -0.04861 2.08509 3.53322 -0.102
C -0.44148 -2.09888 3.07600 -0.368
C -1.81973 -2.24676 2.88570 -0.109
C -2.42628 -3.46401 3.14884 -0.055
C -1.66366 -4.54171 3.59126 -0.047
C -0.29609 -4.40131 3.77166 -0.048
C 0.31781 -3.18027 3.51519 -0.071
H 5.08658 -0.59671 1.51072 0.125
H 5.87413 -0.70890 3.86293 0.130
H 4.24428 -0.73058 5.72047 0.127
H 1.82499 -0.64223 5.25481 0.129
H -1.41841 -0.60143 5.11938 0.111
H -2.22519 1.19766 6.59865 0.120
H -1.64576 3.54913 6.12704 0.122
H -0.24775 4.12018 4.16724 0.122
H 0.56342 2.34849 2.67544 0.113
H -2.42376 -1.40260 2.57127 0.106
H -3.49600 -3.57431 3.02634 0.119
H -2.14133 -5.48941 3.80402 0.122
H 0.29513 -5.23676 4.12278 0.122
H 1.38475 -3.08007 3.66601 0.108
C -3.04287 2.08012 1.29076 0.031
C -2.46198 1.50570 0.01400 -0.463
C -3.46929 1.43732 -1.11458 0.023
O -1.94726 0.14043 0.29399 -0.158
C -1.23992 2.29592 -0.40771 -0.440
O -1.21397 3.40932 -0.79117 0.222
O -0.04932 1.54973 -0.27931 -0.193
H -3.96375 1.55592 1.54837 0.107
H -3.27402 3.13360 1.12961 0.119
H -2.34714 2.00154 2.12482 0.076
H -4.37618 0.93002 -0.78037 0.108
H -3.06000 0.92846 -1.98892 0.103
H -3.73630 2.44978 -1.41477 0.118
H -2.61149 -0.49966 0.02932 0.091
C 0.02163 -4.22232 -0.02719 -0.267
Sb -0.21591 -2.37397 -0.99120 1.349
C -2.06522 -2.58896 -1.97419 -0.275
C 1.15293 -2.52314 -2.59805 -0.279
H 0.04743 -4.99477 -0.79387 0.034
H -0.81356 -4.38514 0.65126 0.008
H 0.95245 -4.22348 0.53487 0.019
H -2.02949 -3.52017 -2.53716 0.032
H -2.21389 -1.75671 -2.65916 0.021
H -2.89042 -2.63945 -1.26477 0.019
H 0.79726 -3.27916 -3.29629 0.029
H 2.12797 -2.81955 -2.21567 0.019
H 1.23851 -1.57014 -3.11584 0.021
```

LUMO level (alpha / beta) = -7.2 / -6.7 eV
Charge = +2
⟨S²⟩ = 2.0243
Spin multiplicity = 3

---

Which is more stable than every other structure shown? *two* is more stable than every other one.